(1)
Here is C6H14N2O2 in the gas phase from the OMol25 dataset. Energies are from wB97M-V/def2-TZVPD.

The geometry in XYZ format:
```
24
Properties=species:S:1:pos:R:3:forces:R:3
N 1.9992 -1.3637 -0.4035 0.596 0.346 -3.417
C 2.0423 -0.4524 0.7077 -0.050 1.867 0.884
C 1.6345 1.0635 0.3511 -0.472 -2.092 0.618
C 0.1101 1.4166 0.4261 2.159 2.651 -0.399
C -0.6325 0.9307 -0.7884 -0.481 -0.508 -0.366
C -1.7999 -0.0292 -0.5039 -0.787 -0.219 -0.107
N -2.9852 0.6476 0.2224 1.307 -1.198 -2.076
C -1.2282 -1.3295 0.2124 -3.165 0.961 -1.662
O -1.6886 -1.8250 1.2187 1.670 0.442 -0.954
O -0.3908 -1.8558 -0.7212 -0.057 -1.461 2.314
H 2.9378 -1.2499 -0.8624 -1.492 -0.467 0.045
H 1.1753 -1.1223 -1.1445 3.323 -0.403 2.310
H 1.2816 -0.8478 1.4174 0.845 0.492 0.342
H 3.1408 -0.3902 1.1556 -2.456 -0.556 -0.705
H 2.1197 1.6390 1.1140 0.525 0.704 0.064
H 2.0261 1.2332 -0.6649 -0.009 0.425 0.439
H -0.3058 1.1090 1.3536 -0.443 -0.497 0.889
H 0.1817 2.5604 0.5026 -0.715 -1.440 -0.243
H 0.1723 0.3743 -1.3118 -1.155 0.463 -0.596
H -1.1043 1.6950 -1.4289 0.751 0.019 0.292
H -2.1473 -0.3305 -1.5912 0.389 0.175 2.329
H -3.0410 0.3585 1.1806 0.431 -0.242 0.614
H -3.7845 0.1813 -0.2043 -0.103 0.365 0.172
H 0.2869 -2.4129 -0.2371 -0.610 0.172 -0.788
```
Positions in Å, forces in eV/Å.

Results
energy relative to the best compared isomer or geometry (same formula, charge and spin): 277.14 kJ/mol
F_max: 4.067 eV/A
LUMO level: 0.02834 Eh
HOMO: -9.313 eV
structure (SMILES): NCCCC[C@H](N)C(=O)O
net charge: 0



(2)
Here is 2 unconnected molecules or ions with the total composition C6H14N2O2 from the OMol25 dataset. Energies are from wB97M-V/def2-TZVPD.

The geometry in XYZ format:
```
24
Properties=species:S:1:pos:R:3:forces:R:3
C -0.6045 0.7855 -2.7126 0.004 -0.563 0.022
N -1.0940 -0.0408 -1.6278 -0.085 0.221 -0.382
C -1.8387 -1.1405 -1.8870 0.112 -0.260 0.855
C -2.5205 -1.7126 -0.6409 -0.001 1.249 -0.390
O -1.9328 -1.6450 -2.9883 -0.318 -0.022 -0.306
H -1.1416 0.4732 -3.6037 -0.017 0.100 -0.106
H -0.8281 1.8231 -2.4930 0.225 0.211 -0.042
H 0.4576 0.6177 -2.9060 0.030 0.251 0.074
H -0.8645 0.2232 -0.6818 -0.140 0.062 -0.049
H -2.0668 -2.6596 -0.4068 -0.158 -0.434 0.221
H -2.4138 -0.9820 0.1635 0.248 -0.340 0.248
H -3.5971 -1.7562 -0.8066 0.114 -0.509 -0.229
C 2.2308 -0.8935 0.6637 0.571 -0.556 0.556
N 1.9268 -0.0371 1.8046 0.124 0.112 -0.583
C 0.9631 0.9300 1.6815 0.523 -0.120 -0.287
C 0.8715 1.8593 2.8606 -0.946 0.198 -0.125
O 0.2924 1.0362 0.6671 -0.324 0.018 0.460
H 3.3104 -0.9081 0.4854 -0.134 0.168 -0.039
H 1.9572 -1.9274 0.8922 -0.196 0.117 -0.180
H 1.7236 -0.5444 -0.2156 -0.263 0.084 -0.342
H 2.7391 0.1924 2.3528 -0.296 0.034 0.463
H 1.6390 2.6225 2.7349 0.184 -0.106 0.460
H -0.0896 2.3776 2.8658 0.089 -0.032 -0.349
H 0.8805 1.3068 3.7981 0.652 0.115 0.050
```
Positions in Å, forces in eV/Å.

Results
energy relative to the best compared isomer or geometry (same formula, charge and spin): 57.88 kJ/mol
F_max: 1.309 eV/A
LUMO level: 0.02097 Eh
HOMO: -9.006 eV
structure (SMILES): CNC(C)=O.CNC(C)=O
net charge: 0



- F_max of number 1 (C6H14N2O2)?
  4.067 eV/A